ORCA calculation (ωB97M-V/def2-TZVPD) on a structure of composition C8H8EuN2O4.

Computed properties:
E_LUMO (alpha / beta) = -11.60 / -11.12 eV
net charge = +2
multiplicity = 8
<S²> = 15.7788
HOMO level (alpha / beta) = -17.029 / -17.042 eV

The geometry in XYZ format:
```
23
Properties=species:S:1:pos:R:3:lowdin_charge:R:1
C -4.93 2.53 1.97 0.038
C -2.54 2.12 -0.74 -0.089
O -1.78 -2.30 -1.26 0.244
N -3.83 2.17 1.06 -0.071
Eu -0.15 0.10 0.02 0.949
H -4.33 3.40 -0.69 0.152
C -2.81 1.32 1.28 -0.114
O -0.52 -1.19 2.89 0.236
C -0.30 -0.76 1.81 -0.154
C 1.11 1.44 0.79 -0.108
C 0.26 0.79 -1.80 -0.145
H -4.90 3.61 2.17 0.115
H -2.09 2.28 -1.71 0.111
H -4.81 1.98 2.91 0.103
H -5.89 2.27 1.51 0.115
H 1.44 -1.19 0.20 0.111
H 1.56 -0.84 -0.62 0.111
O 0.36 1.29 -2.87 0.243
C -1.07 -1.47 -0.80 -0.111
O 1.71 2.34 1.27 0.244
C -3.66 2.68 -0.23 0.009
N -2.02 1.27 0.22 -0.132
H -2.67 0.77 2.21 0.144
```

***

ORCA calculation (ωB97M-V/def2-TZVPD) on an isolated molecule of C12H12NPS.

Computed properties:
SMILES string = S=PN(C1=CCC=CC1)c1ccccc1
E_LUMO = -0.49 eV
net charge = 0
HOMO level = -8.523 eV

The geometry in XYZ format:
```
27
Properties=species:S:1:pos:R:3:lowdin_charge:R:1
H 0.01 0.54 1.36 0.059
H -0.65 4.06 -1.27 0.123
H 2.19 -3.66 2.03 0.050
H 1.42 2.90 -1.24 0.135
H 0.80 -3.56 0.34 0.083
C -0.75 0.15 -0.92 -0.440
C -0.73 2.93 -1.19 -0.120
C -2.05 2.24 -1.21 -0.161
C 1.26 -0.48 2.56 -0.098
C 1.80 -2.75 1.95 -0.035
H -2.77 2.76 -0.58 0.108
H 1.29 0.33 -0.67 0.095
H -2.51 2.21 -2.18 0.102
C 0.40 -0.35 1.53 -0.030
P -1.11 -2.32 -1.67 0.480
N -0.64 -1.21 -0.55 -0.347
C 0.56 0.77 -1.28 -0.123
C 2.06 -1.59 2.77 -0.050
C 0.91 -2.62 0.85 -0.049
S -2.35 -1.53 -2.91 0.148
H 1.50 0.45 3.09 0.120
C 0.43 2.26 -1.16 -0.092
C 0.13 -1.47 0.67 -0.202
H -2.91 0.27 -0.69 0.109
C -1.92 0.73 -0.83 -0.062
H 2.83 -1.59 3.49 0.081
H 0.81 0.53 -2.28 0.115
```

***

ORCA calculation (ωB97M-V/def2-TZVPD) on a structure of composition C58H81HfN2O8SSi.

Computed properties:
E_LUMO = 2.33 eV
net charge = -1
HOMO level = -4.320 eV

The geometry in XYZ format:
```
152
Properties=species:S:1:pos:R:3:lowdin_charge:R:1
C -4.04 0.10 2.20 -0.381
H -1.97 0.64 4.42 0.105
H -0.07 -2.37 3.46 0.147
H 0.25 6.54 1.54 0.091
H -0.99 -4.18 1.85 0.060
H -1.77 -0.12 8.64 0.092
H -2.46 -0.14 -6.28 0.064
C -3.55 2.28 -4.22 -0.042
C 1.30 -2.28 1.85 -0.113
H -2.89 3.81 0.83 0.058
H -1.22 5.55 1.64 0.086
H 0.18 5.18 2.67 0.067
H -2.24 4.58 -3.70 0.091
H 4.26 -2.08 1.83 0.082
C -5.18 1.85 1.42 -0.098
O 1.87 -2.31 4.12 -0.042
H -4.15 3.56 -0.38 0.074
H 2.36 3.83 -0.06 0.078
H 2.75 0.45 -6.23 0.085
Hf -1.19 -0.18 0.83 1.492
C 5.39 1.05 1.27 -0.107
H -2.30 -5.23 1.33 0.088
H 3.86 -4.95 3.87 0.089
C 4.23 1.59 0.72 -0.082
C -1.43 -3.88 -0.84 -0.024
C 0.44 4.63 0.58 -0.557
H -0.03 2.25 3.47 0.111
N -3.17 0.82 1.39 -0.058
C -0.13 5.53 1.68 -0.026
H -4.12 -2.10 -4.49 0.092
H -1.47 3.32 -2.72 0.036
C 5.39 -0.28 1.67 -0.086
H -3.87 -2.88 -1.06 0.073
H -2.76 4.01 -6.21 0.085
C 3.23 2.87 4.14 -0.098
H 4.13 -4.63 -1.77 0.093
H 0.95 2.67 -5.10 0.062
O 0.90 0.52 -3.43 -0.151
H -3.97 1.52 -4.88 0.077
C 1.46 0.74 3.70 -0.102
C 1.96 0.95 -4.27 -0.636
H 0.23 -4.38 3.73 0.070
H 4.39 -3.29 3.53 0.074
S -1.57 0.69 -1.69 0.434
C -0.08 -0.76 7.47 -0.090
H 1.49 -5.55 3.36 0.095
H -3.58 -0.47 -4.03 0.058
H -2.50 2.34 -6.75 0.079
C -3.71 -1.16 2.95 -0.056
H -3.14 -1.84 -3.03 0.063
C -2.04 -4.20 1.55 -0.026
C 3.64 -3.89 4.04 0.025
C 1.91 0.18 -5.59 -0.021
H -1.11 3.38 -6.41 0.079
C 1.01 2.06 3.66 -0.024
H 0.55 -1.24 -1.66 0.060
H 2.72 2.81 -5.08 0.086
H -2.59 2.77 -0.56 -0.029
H -0.59 4.06 -4.09 0.075
C -2.25 -3.33 0.32 -0.678
H 6.28 1.66 1.38 0.096
C -1.67 -3.21 -4.92 -0.031
H -3.56 1.92 -3.20 0.050
H -6.13 0.33 2.78 0.083
C -1.45 0.24 5.28 -0.031
H -2.98 0.78 6.67 0.101
C 2.24 -3.55 3.56 -0.588
C 3.33 -3.89 -1.75 -0.087
C -2.13 2.64 -4.65 -0.652
H -4.30 -2.68 0.63 0.074
H -0.38 -4.01 -0.56 0.083
H 1.95 -0.89 -5.39 0.083
C 0.48 -0.84 6.20 -0.020
C -2.01 0.32 6.55 -0.076
H 3.70 -3.70 5.11 0.094
H 1.79 2.98 -3.57 0.083
H -1.45 -3.59 -3.92 0.071
C 3.11 -3.16 -0.60 -0.026
H 3.26 1.17 -2.56 0.080
H 2.39 5.53 0.45 0.094
C -1.57 3.72 -3.73 -0.046
C 3.08 -0.52 0.98 -0.103
C 4.25 -1.05 1.52 -0.041
H 2.30 4.23 1.66 0.067
H 3.17 -0.51 4.03 0.108
H 4.22 2.63 0.40 0.087
C 0.00 5.13 -0.80 -0.030
H 0.47 -1.14 8.32 0.094
H 0.47 4.55 -1.59 0.081
H -1.82 -4.84 -1.17 0.091
C 0.85 -1.80 3.27 -0.123
H -3.52 -2.00 2.29 0.016
H -5.95 2.59 1.22 0.083
C 2.80 0.51 3.97 -0.020
C 1.89 3.11 3.89 -0.104
C 1.97 4.55 0.67 -0.027
H -2.83 -1.07 3.59 0.045
O -1.28 1.49 -4.64 -0.156
H 3.31 -0.43 -3.30 0.081
O -0.63 -0.03 2.77 -0.308
C -3.29 -1.52 -4.06 -0.029
H 3.73 -3.33 0.26 0.096
C 1.85 2.45 -4.53 -0.026
H -1.08 5.07 -0.91 0.084
H 2.19 1.23 0.15 0.103
O 0.76 -0.48 0.47 -0.326
C -2.19 -1.20 -6.29 -0.024
H -1.46 -3.18 -1.68 0.067
C -3.34 3.06 0.16 -0.091
O -1.83 -2.01 0.58 -0.341
H -2.97 -1.75 -6.83 0.085
H -1.25 -1.30 -6.83 0.087
C 3.25 0.64 -3.52 -0.016
H 6.28 -0.72 2.10 0.099
C -5.27 0.69 2.23 -0.098
O -0.91 -1.08 -4.27 -0.150
H 1.52 4.13 3.91 0.083
C 1.26 -4.66 3.93 0.021
H 1.47 -1.26 6.08 0.107
C -3.90 1.91 0.94 -0.388
Si -0.72 0.39 -3.54 -0.128
C -3.74 -3.30 -0.06 -0.018
H -2.50 -3.79 -5.34 0.085
C 0.40 -0.36 3.65 -0.367
H -4.16 -4.31 -0.06 0.085
C 2.09 -2.20 -0.55 -0.101
H 3.92 3.69 4.32 0.097
C 2.55 -3.67 -2.89 -0.095
H 0.98 0.40 -6.12 0.081
C -0.21 -0.36 5.08 -0.110
H 2.73 -4.24 -3.79 0.094
N -0.40 2.16 0.78 0.176
H 4.12 0.94 -4.10 0.084
H -4.56 -1.42 3.57 0.082
H 0.32 6.17 -0.90 0.092
H 4.73 1.35 4.35 0.102
H 1.35 -4.89 5.00 0.093
C 1.32 -2.00 -1.68 -0.030
O 2.23 -3.33 2.16 -0.022
H 0.42 -2.73 1.38 0.119
C -2.13 3.13 -6.10 -0.032
H -0.79 -3.37 -5.55 0.086
H -4.19 3.17 -4.29 0.087
C -1.33 -0.19 7.65 -0.109
C -0.07 3.26 0.74 -0.108
C 3.69 1.56 4.17 -0.081
H 0.95 -2.51 -3.72 0.083
C 1.82 -1.34 0.71 -0.366
C 1.55 -2.72 -2.85 -0.078
H -2.64 -3.87 2.39 0.079
C -2.02 -1.73 -4.87 -0.638
C 3.09 0.81 0.57 -0.010
```

***

ORCA calculation (ωB97M-V/def2-TZVPD) on a cluster of 4 separate species, C3H14O3S in total.

Computed properties:
SMILES string = CCSC.O.O.O
E_LUMO = 0.04 eV
net charge = 0
HOMO level = -8.225 eV

The geometry in XYZ format:
```
21
Properties=species:S:1:pos:R:3:lowdin_charge:R:1
H -1.49 -1.08 -0.36 0.013
H 1.66 0.95 -3.86 0.073
H 0.37 -0.82 -0.26 0.038
H 1.50 -2.08 2.94 0.101
H -0.87 0.06 3.40 0.016
O -0.31 0.82 3.26 -0.092
H -3.73 0.77 1.76 0.019
O 1.36 -1.41 2.17 -0.084
H -0.86 0.31 0.40 -0.007
H -2.58 1.51 1.31 -0.061
H 1.48 1.35 -2.10 0.029
C -0.66 -0.39 -0.39 -0.389
C 1.71 0.58 -2.80 -0.184
H 2.74 0.22 -2.63 0.064
H 0.53 0.49 3.76 0.074
H 0.15 -0.79 -3.79 0.055
H 1.99 -0.79 2.51 0.010
S -0.95 0.37 -2.04 0.757
H 0.92 -1.23 -2.02 0.089
C 0.50 -0.44 -2.80 -0.548
O -3.43 1.62 1.55 0.025
```

***

ORCA calculation (ωB97M-V/def2-TZVPD) on a cluster of 12 separate species, C4H29NO14 in total.

Computed properties:
E_LUMO = 5.13 eV
net charge = -2
HOMO level = -3.629 eV

The geometry in XYZ format:
```
48
Properties=species:S:1:pos:R:3:lowdin_charge:R:1
H -2.27 -2.40 -2.41 0.004
H -0.62 1.07 3.20 0.010
H -0.47 -3.95 0.13 0.019
O 0.92 -1.55 0.06 -0.097
H 2.74 0.86 2.06 0.009
C 0.32 0.35 -1.43 -0.261
H 2.96 -1.33 0.71 0.016
H -1.65 -2.78 0.78 0.005
H 3.56 -1.94 -1.37 0.011
O -2.91 -2.44 -1.69 -0.132
H -0.78 -0.75 -2.97 0.098
C -0.52 0.28 -2.69 -0.143
O -0.94 3.08 -0.50 -0.336
H 0.74 -3.11 0.34 0.027
O 3.02 -2.38 -2.07 -0.110
O -1.28 1.63 3.74 -0.135
H 2.04 1.51 -1.78 0.119
H 0.46 -0.46 1.93 0.019
O -1.62 2.46 -2.86 -0.166
O 3.65 -0.78 0.35 -0.091
H -2.45 -1.75 -1.07 0.025
H -0.01 1.17 -0.76 0.132
H -2.44 0.80 -3.64 0.115
H -0.60 -1.20 2.69 0.041
H -0.88 4.03 -0.42 -0.011
O 2.93 1.56 2.71 -0.081
O -2.68 2.46 1.32 -0.129
O 0.81 3.05 1.47 -0.102
H 0.33 2.73 2.23 -0.003
H 3.07 -0.22 -0.19 -0.003
H 2.19 2.17 2.75 -0.011
H 0.28 3.18 0.63 -0.013
O -1.47 -2.93 1.72 -0.096
H -2.14 2.64 0.48 0.000
H -0.62 -3.39 1.71 -0.016
H -2.36 0.81 -1.83 0.086
N 1.79 0.49 -1.61 0.047
H 2.14 0.00 -2.40 0.049
H 2.13 -2.38 -1.64 0.020
O 0.07 -0.51 2.81 -0.052
H -1.36 2.74 -1.87 0.016
O -1.18 -1.05 -0.26 -0.033
C 0.01 -0.90 -0.58 -0.543
H -0.07 0.51 -3.64 0.096
H -2.75 1.52 1.14 0.020
C -1.86 1.07 -2.72 -0.289
H -1.71 2.10 3.01 -0.029
O 0.36 -4.02 0.58 -0.102
```

***

In the order shown, the computed energy relative to the best compared isomer or geometry (same formula, charge and spin) values come out to 311.1 23.5 0.0 51.5 0.0 kcal/mol.